Record 1
{
  "formula": "C17H32F4InNO3SSi3",
  "method": "ωB97M-V/def2-TZVPD",
  "relative_energy_kcal_mol": 8.61,
  "elements": ["In", "C", "Si", "C", "C", "N", "C", "C", "C", "C", "C", "C", "F", "H", "H", "H", "H", "H", "H", "H", "H", "H", "H", "H", "H", "H", "F", "C", "F", "F", "S", "O", "O", "O", "C", "Si", "C", "C", "C", "Si", "C", "C", "C", "H", "H", "H", "H", "H", "H", "H", "H", "H", "H", "H", "H", "H", "H", "H", "H", "H", "H", "H"],
  "positions_angstrom": [[-0.080, -0.772, -0.694], [-3.030, 2.213, 0.926], [-2.912, 1.027, -0.499], [-4.014, 1.545, -1.888], [-3.530, -0.600, 0.159], [-1.265, 0.891, -1.080], [-0.634, 2.006, -1.677], [-1.159, 3.311, -1.648], [-0.532, 4.379, -2.274], [0.661, 4.210, -2.964], [1.217, 2.941, -3.014], [0.561, 1.917, -2.384], [1.124, 0.671, -2.443], [-4.054, 2.204, 1.323], [-2.774, 3.250, 0.679], [-2.357, 1.884, 1.725], [-5.031, 1.720, -1.511], [-4.058, 0.738, -2.629], [-3.676, 2.453, -2.399], [-4.610, -0.643, -0.026], [-3.374, -0.679, 1.241], [-3.094, -1.477, -0.327], [-2.089, 3.487, -1.119], [-0.986, 5.361, -2.214], [1.150, 5.043, -3.452], [2.143, 2.733, -3.537], [1.165, -4.846, -2.140], [-0.001, -4.496, -1.614], [-0.878, -5.468, -1.787], [0.160, -4.266, -0.301], [-0.615, -2.979, -2.461], [-1.162, -3.412, -3.701], [-1.550, -2.378, -1.465], [0.570, -2.089, -2.494], [-1.310, -1.918, 2.332], [0.312, -0.993, 2.439], [0.007, 0.839, 2.620], [1.217, -1.619, 3.935], [1.267, -1.310, 0.869], [2.972, -0.586, 0.621], [4.039, -1.126, 2.035], [2.925, 1.273, 0.578], [3.700, -1.242, -0.959], [-2.037, -1.543, 3.062], [-1.146, -2.984, 2.530], [-1.780, -1.848, 1.341], [-0.831, 1.036, 3.303], [-0.228, 1.315, 1.657], [0.896, 1.335, 3.029], [0.533, -1.652, 4.796], [2.060, -0.969, 4.200], [1.605, -2.634, 3.771], [1.359, -2.400, 0.729], [3.737, -0.640, 2.970], [5.088, -0.860, 1.840], [3.986, -2.213, 2.181], [2.605, 1.703, 1.535], [2.247, 1.643, -0.198], [3.926, 1.661, 0.351], [3.785, -2.337, -0.932], [4.701, -0.827, -1.131], [3.078, -0.983, -1.816]],
  "forces_ev_per_a": [[-0.026, 0.376, -0.370], [-0.100, 0.377, 0.345], [0.051, 0.001, 0.015], [-0.305, 0.148, -0.412], [-0.043, -0.273, 0.121], [0.706, 0.248, -0.308], [-0.531, 0.141, 0.197], [-0.135, -0.036, 0.096], [0.004, -0.003, 0.015], [-0.049, 0.054, 0.016], [0.088, 0.125, -0.082], [-0.096, -0.321, 0.150], [0.233, -0.474, 0.099], [0.173, 0.009, -0.039], [-0.102, -0.223, 0.180], [-0.165, 0.105, -0.065], [0.147, -0.026, -0.104], [-0.041, 0.126, 0.058], [-0.102, -0.164, 0.056], [0.101, 0.043, 0.043], [-0.163, 0.057, -0.277], [-0.220, 0.146, 0.095], [0.233, 0.050, -0.183], [0.006, -0.044, -0.008], [-0.035, -0.049, 0.038], [-0.062, -0.003, 0.045], [0.094, -0.143, 0.082], [-0.062, 0.299, -0.097], [-0.056, -0.258, 0.186], [0.017, -0.136, -0.260], [-0.024, 0.514, 0.046], [0.103, 0.113, 0.262], [0.444, -0.295, -0.251], [-0.305, -0.212, 0.100], [-0.125, -0.188, -0.143], [0.025, -0.073, 0.043], [-0.060, 0.317, 0.009], [0.169, -0.120, 0.430], [-0.308, -0.276, -0.400], [-0.085, -0.096, -0.011], [0.413, -0.093, 0.381], [-0.020, 0.336, -0.016], [0.144, -0.156, -0.177], [0.075, -0.080, -0.059], [-0.027, 0.122, -0.017], [0.166, -0.136, 0.347], [0.181, -0.024, -0.095], [0.059, -0.042, 0.204], [-0.160, -0.037, -0.064], [0.172, -0.008, -0.153], [-0.191, -0.182, 0.008], [-0.075, 0.208, 0.066], [0.035, 0.167, 0.106], [0.140, -0.112, -0.158], [-0.184, -0.072, 0.075], [0.038, 0.190, 0.010], [0.072, -0.067, -0.174], [0.050, 0.054, 0.049], [-0.150, -0.018, 0.041], [-0.009, 0.199, -0.004], [-0.130, -0.074, 0.022], [0.008, -0.009, -0.110]]
}

***

Record 2
{
  "formula": "C5H14N2",
  "method": "ωB97M-V/def2-TZVPD",
  "multiplicity": 2,
  "relative_energy_kcal_mol": 26.95,
  "total_charge": 1,
  "elements": ["N", "C", "C", "C", "N", "C", "C", "H", "H", "H", "H", "H", "H", "H", "H", "H", "H", "H", "H", "H", "H"],
  "positions_angstrom": [[-2.550, -0.609, 0.384], [-1.202, -0.289, 0.749], [-1.156, 1.246, 1.159], [-0.255, -0.506, -0.426], [1.181, -0.157, -0.181], [2.035, -1.289, -0.367], [1.551, 1.040, -0.880], [-3.221, -0.271, 1.055], [-2.857, -0.497, -0.569], [-0.879, -0.919, 1.581], [-0.136, 1.640, 1.239], [-1.527, 1.314, 2.182], [-1.738, 1.764, 0.407], [-0.614, -0.086, -1.363], [-0.292, -1.597, -0.545], [1.746, -2.080, 0.338], [1.988, -1.705, -1.378], [3.081, -1.136, -0.093], [0.785, 1.803, -0.737], [1.536, 0.909, -1.976], [2.523, 1.424, -0.577]],
  "forces_ev_per_a": [[0.016, -1.170, 0.055], [-0.066, 2.908, 0.305], [0.876, -1.602, 0.413], [-0.082, -1.920, 0.830], [-1.638, -0.558, -3.251], [1.308, -1.312, 1.994], [0.058, 1.539, 0.342], [-0.094, -0.031, -0.119], [0.139, 0.278, 0.010], [0.066, 0.021, 0.009], [-0.087, 0.018, -0.182], [-0.543, 0.308, -0.242], [-0.103, 0.434, 0.217], [0.181, 0.643, 0.118], [0.295, 0.173, -0.257], [-0.379, 0.046, -0.330], [-0.280, 0.336, -0.101], [-0.070, 0.706, -0.350], [0.126, -0.015, 0.307], [0.221, -0.611, 0.231], [0.053, -0.190, 0.001]]
}

***

Record 3
{
  "formula": "C18H28N2O2",
  "method": "ωB97M-V/def2-TZVPD",
  "relative_energy_kcal_mol": 16.57,
  "elements": ["C", "C", "C", "C", "N", "C", "O", "C", "H", "H", "C", "N", "C", "O", "C", "C", "C", "C", "C", "C", "H", "H", "C", "C", "H", "H", "H", "C", "H", "H", "H", "C", "H", "H", "H", "H", "H", "H", "H", "H", "H", "H", "H", "H", "H", "H", "H", "H", "H", "H"],
  "positions_angstrom": [[4.355, 2.765, -0.487], [3.673, 3.067, -1.816], [3.377, 1.811, -2.635], [2.314, 0.923, -1.990], [2.004, -0.207, -2.837], [1.973, -1.472, -2.385], [2.302, -1.797, -1.260], [1.458, -2.489, -3.402], [1.972, -2.377, -4.357], [1.662, -3.484, -3.004], [-0.056, -2.292, -3.583], [-0.695, -2.018, -2.317], [-1.013, -0.750, -1.948], [-1.013, 0.181, -2.734], [-1.409, -0.614, -0.521], [-2.521, 0.151, -0.185], [-2.900, 0.287, 1.134], [-2.176, -0.312, 2.164], [-1.044, -1.041, 1.818], [-0.664, -1.197, 0.496], [0.242, -1.740, 0.265], [-0.434, -1.502, 2.577], [-2.640, -0.138, 3.602], [-1.740, -0.865, 4.606], [-0.725, -0.478, 4.574], [-1.721, -1.935, 4.412], [-2.125, -0.713, 5.612], [-2.639, 1.356, 3.952], [-1.639, 1.769, 3.835], [-3.315, 1.915, 3.311], [-2.953, 1.499, 4.984], [-4.061, -0.704, 3.737], [-4.406, -0.605, 4.764], [-4.073, -1.759, 3.470], [-4.760, -0.181, 3.092], [-3.776, 0.875, 1.360], [-3.086, 0.626, -0.973], [-0.601, -2.715, -1.595], [-0.505, -3.180, -4.037], [-0.265, -1.427, -4.218], [1.594, 0.006, -3.732], [2.666, 0.512, -1.043], [1.400, 1.501, -1.811], [4.295, 1.233, -2.765], [3.025, 2.110, -3.626], [4.321, 3.720, -2.406], [2.740, 3.604, -1.634], [3.702, 2.195, 0.167], [4.618, 3.691, 0.019], [5.266, 2.193, -0.649]],
  "forces_ev_per_a": [[-0.133, 0.134, -0.159], [0.112, -0.180, -0.060], [-0.193, 0.140, 0.200], [0.209, 0.139, 0.055], [0.068, 0.342, -0.151], [0.011, -0.379, -0.623], [0.085, -0.167, 0.443], [-0.117, 0.032, 0.218], [0.021, -0.048, -0.052], [0.075, 0.098, -0.003], [0.069, 0.049, -0.199], [0.095, -0.337, -0.033], [-0.169, -0.155, 0.001], [-0.107, 0.265, -0.069], [0.051, 0.144, 0.335], [0.055, -0.030, -0.119], [0.013, -0.005, -0.078], [0.110, -0.055, 0.004], [-0.094, 0.020, 0.122], [-0.052, 0.020, -0.223], [0.100, -0.063, -0.057], [0.047, -0.030, 0.119], [-0.057, 0.019, 0.205], [-0.129, 0.112, -0.200], [0.147, -0.009, 0.020], [0.059, -0.132, 0.006], [-0.036, 0.017, 0.083], [0.004, -0.172, -0.033], [0.093, 0.081, 0.001], [-0.072, 0.094, -0.064], [-0.048, 0.033, 0.124], [0.165, 0.061, -0.009], [-0.058, 0.017, 0.123], [-0.040, -0.112, -0.019], [-0.105, 0.044, -0.069], [-0.098, 0.051, 0.045], [-0.043, 0.064, -0.070], [-0.102, 0.119, 0.035], [0.054, 0.142, -0.029], [-0.017, -0.192, 0.024], [-0.032, -0.155, 0.055], [-0.096, 0.082, -0.061], [0.048, -0.034, 0.063], [0.017, -0.047, -0.074], [0.040, -0.043, -0.071], [-0.079, 0.063, -0.001], [-0.019, 0.100, -0.052], [-0.015, -0.081, 0.143], [0.047, 0.030, 0.118], [0.117, -0.081, 0.036]]
}

***

Record 4
{
  "formula": "C6H12O",
  "method": "ωB97M-V/def2-TZVPD",
  "relative_energy_kcal_mol": 167.78,
  "elements": ["O", "C", "C", "C", "C", "C", "C", "H", "H", "H", "H", "H", "H", "H", "H", "H", "H", "H", "H"],
  "positions_angstrom": [[-1.097, 1.446, 1.487], [-0.843, 0.975, 0.278], [0.276, -0.058, 0.171], [0.566, -0.675, -0.997], [1.639, 2.553, 1.093], [-0.377, -1.641, -1.593], [-0.225, -3.007, -0.816], [-0.695, 1.782, -0.467], [-1.762, 0.485, -0.133], [0.529, -0.393, 1.185], [0.940, 2.092, 1.780], [1.523, 3.623, 1.321], [2.693, 2.291, 1.211], [1.277, 2.327, 0.096], [-0.299, -1.772, -2.680], [-1.396, -1.309, -1.359], [-0.750, -3.892, -1.147], [0.845, -3.159, -0.673], [-0.502, -2.649, 0.192]],
  "forces_ev_per_a": [[0.521, -0.921, -0.936], [-2.575, 3.240, 1.218], [1.153, -2.826, -2.231], [-1.581, 0.727, 3.334], [0.076, 0.800, 0.294], [-0.225, -0.799, -1.376], [1.145, 2.241, 1.541], [0.420, -0.178, -0.236], [0.368, -1.049, -0.133], [0.701, 0.352, -0.486], [0.199, -0.463, 0.293], [0.134, -0.202, -0.411], [-0.241, -0.185, 0.053], [0.298, 0.281, -0.178], [0.260, 0.048, 0.288], [-0.041, 0.371, -0.111], [-0.179, 0.259, -0.333], [-0.002, -0.685, -0.423], [-0.432, -1.012, -0.166]]
}